Computed, not measured: a structure of composition C33H55CeNP2 at a distorted geometry, with the ωB97M-V functional and the def2-TZVPD basis.

The expectation value of S² is 0.75. Its total charge is +1. The multiplicity is 2.

Positions of all 92 atoms, in Å:
Ce1 -0.15 -0.43 1.37
C1 -0.53 -2.94 2.05
C2 0.83 -3.03 1.60
C3 0.77 -1.57 3.40
C4 -0.58 -2.04 3.17
C5 1.62 -2.18 2.43
C6 -1.69 -3.69 1.48
H1 -1.48 -4.13 0.50
H2 -2.58 -3.05 1.35
H3 -2.00 -4.51 2.15
C7 -1.82 -1.46 3.78
H4 -2.71 -1.64 3.17
H5 -1.77 -0.37 3.92
H6 -1.99 -1.87 4.78
C8 1.14 -0.45 4.32
H7 1.21 -0.77 5.37
H8 0.41 0.37 4.33
H9 2.10 0.02 4.05
C9 3.11 -2.05 2.37
H10 3.61 -2.65 3.15
H11 3.45 -1.02 2.52
H12 3.53 -2.38 1.41
C10 1.35 -3.98 0.58
H13 1.77 -4.91 1.02
H14 2.17 -3.55 -0.01
H15 0.58 -4.30 -0.13
C11 -1.94 0.12 -6.05
C12 -1.84 -1.22 -6.10
C13 -0.87 -2.04 -6.89
C14 0.43 -1.33 -7.33
C15 1.23 -0.79 -6.19
C16 1.12 0.41 -5.57
C17 0.18 1.52 -5.90
C18 -1.08 1.14 -6.72
H16 -1.35 -2.47 -7.78
H17 0.21 -0.59 -8.12
H18 -0.58 -2.91 -6.27
H19 -0.80 0.89 -7.75
H20 -2.76 0.57 -5.49
H21 -2.61 -1.82 -5.60
H22 -1.68 2.06 -6.79
H23 -0.16 1.96 -4.95
H24 1.84 0.66 -4.80
H25 0.70 2.33 -6.44
H26 1.06 -2.10 -7.81
H27 2.02 -1.47 -5.88
P1 -0.98 -0.83 -1.19
P2 1.91 0.57 -0.11
C19 -0.07 0.45 -2.22
C20 0.82 1.42 -1.40
H28 -0.83 1.00 -2.80
H29 0.56 -0.13 -2.92
H30 1.54 1.96 -2.04
H31 0.21 2.18 -0.87
C21 2.63 1.89 0.91
H32 3.27 1.43 1.68
H33 1.86 2.46 1.45
H34 3.22 2.58 0.30
C22 3.22 -0.27 -0.98
H35 3.67 0.37 -1.75
H36 2.82 -1.18 -1.45
H37 3.99 -0.61 -0.27
C23 -2.71 -0.21 -1.04
H38 -3.25 -0.86 -0.33
H39 -3.22 -0.25 -2.01
H40 -2.76 0.80 -0.61
C24 -1.04 -2.36 -2.10
H41 -0.04 -2.83 -2.07
H42 -1.35 -2.19 -3.14
H43 -1.72 -3.07 -1.61
C25 -0.45 3.30 6.00
N1 0.57 2.61 5.24
C26 1.88 2.79 5.85
C27 0.58 2.83 3.79
C28 -0.74 2.59 3.14
C29 -1.74 3.55 3.33
C30 -3.05 3.31 2.89
C31 -3.37 2.13 2.22
C32 -2.35 1.19 1.96
C33 -1.03 1.48 2.36
H44 -0.40 4.40 5.90
H45 -0.26 3.04 7.05
H46 -1.45 2.97 5.71
H47 1.81 2.45 6.89
H48 2.63 2.19 5.31
H49 2.20 3.84 5.86
H50 0.90 3.88 3.58
H51 1.36 2.17 3.40
H52 -1.49 4.46 3.86
H53 -3.82 4.05 3.11
H54 -4.39 1.90 1.89
H55 -2.62 0.22 1.50

---

Computed, not measured: a cluster of 10 separate species, C33H56Cl18NO6PS in total at a distorted geometry, with the ωB97M-V functional and the def2-TZVPD basis.

The SMILES is CC(=O)OCCCC[C@@]1(P(C)O)OC(=O)O[C@@]1(S)c1ccncc1.ClCCCl.ClCCCl.ClCCCl.ClCCCl.ClCCCl.ClCCCl.ClCCCl.ClCCCl.ClCCCl.

Positions of all 116 atoms, in Å:
C1 3.02 -3.64 2.06
C2 4.11 -3.07 1.17
O1 5.25 -3.45 1.23
O2 3.78 -2.05 0.30
C3 3.14 -0.98 1.03
C4 3.22 0.35 0.30
C5 2.51 1.40 1.21
C6 1.02 1.37 0.86
C7 0.05 2.14 1.77
P1 0.67 3.14 3.28
C8 2.13 4.14 2.71
O3 1.24 2.08 4.42
O4 -0.85 3.08 1.17
C9 -1.93 3.14 2.06
O5 -2.83 3.93 2.02
O6 -1.83 2.09 2.98
C10 -1.04 1.14 2.22
S1 -0.49 -0.33 3.13
C11 -2.07 0.67 1.16
C12 -3.33 0.38 1.61
C13 -4.26 0.00 0.70
N1 -4.07 -0.12 -0.61
C14 -2.84 0.14 -0.99
C15 -1.82 0.55 -0.18
H1 3.36 -4.57 2.50
H2 2.12 -3.79 1.45
H3 2.78 -2.91 2.83
H4 2.09 -1.25 1.16
H5 3.58 -0.88 2.03
H6 4.23 0.64 0.03
H7 2.60 0.24 -0.59
H8 2.97 2.35 0.97
H9 2.75 1.10 2.24
H10 0.92 1.78 -0.15
H11 0.71 0.32 0.78
H12 2.20 4.20 1.63
H13 3.03 3.63 3.08
H14 2.12 5.12 3.18
H15 1.88 1.46 4.04
H16 -1.35 -0.44 4.19
H17 -3.57 0.45 2.66
H18 -5.26 -0.22 1.06
H19 -2.63 0.03 -2.05
H20 -0.84 0.75 -0.59
Cl1 1.53 -0.86 7.34
C16 0.07 -1.47 8.16
C17 -1.04 -1.74 7.18
Cl2 -1.66 -0.21 6.49
H21 -0.23 -0.75 8.92
H22 0.35 -2.40 8.67
H23 -1.88 -2.23 7.68
H24 -0.71 -2.37 6.36
Cl3 0.54 -5.61 4.36
C18 -0.78 -6.15 3.30
C19 -0.76 -5.45 1.96
Cl4 -1.16 -3.73 2.11
H25 -1.72 -5.98 3.82
H26 -0.66 -7.23 3.15
H27 -1.50 -5.90 1.30
H28 0.22 -5.54 1.49
Cl5 2.31 2.70 -2.25
C20 1.65 4.09 -3.14
C21 0.17 4.23 -2.93
Cl6 -0.75 2.89 -3.67
H29 1.90 3.96 -4.20
H30 2.16 4.98 -2.78
H31 -0.19 5.15 -3.38
H32 -0.08 4.25 -1.87
Cl7 -2.00 3.65 -7.11
C22 -3.05 2.26 -7.48
C23 -3.82 1.78 -6.27
Cl8 -2.75 1.03 -5.05
H33 -2.43 1.47 -7.89
H34 -3.75 2.59 -8.24
H35 -4.54 1.02 -6.57
H36 -4.36 2.59 -5.79
Cl9 -7.00 1.31 -5.37
C24 -8.15 1.65 -6.69
C25 -7.78 0.95 -7.97
Cl10 -6.28 1.59 -8.70
H37 -8.19 2.73 -6.83
H38 -9.13 1.32 -6.35
H39 -8.58 1.08 -8.70
H40 -7.64 -0.12 -7.81
Cl11 9.25 -4.92 4.97
C26 8.33 -5.58 3.60
C27 7.23 -4.66 3.15
Cl12 5.92 -4.53 4.35
H41 7.94 -6.55 3.90
H42 9.04 -5.73 2.78
H43 6.78 -5.04 2.23
H44 7.60 -3.66 2.95
Cl13 9.06 -2.12 -1.94
C28 7.95 -3.37 -2.54
C29 7.12 -3.98 -1.43
Cl14 8.11 -4.96 -0.32
H45 8.54 -4.13 -3.06
H46 7.29 -2.89 -3.26
H47 6.37 -4.64 -1.86
H48 6.61 -3.22 -0.85
Cl15 -10.00 4.75 -10.89
C30 -9.85 3.15 -11.65
C31 -10.91 2.19 -11.17
Cl16 -10.68 1.74 -9.46
H49 -8.85 2.77 -11.45
H50 -9.95 3.29 -12.73
H51 -10.86 1.27 -11.75
H52 -11.91 2.61 -11.28
Cl17 4.47 4.41 7.99
C32 3.88 2.79 8.42
C33 2.41 2.61 8.12
Cl18 1.38 3.61 9.18
H53 4.09 2.63 9.48
H54 4.46 2.07 7.85
H55 2.13 1.58 8.28
H56 2.19 2.87 7.09

---

Computed, not measured: a cluster of 5 separate species, C33H56F4N2O13S2Si in total at a distorted geometry, with the ωB97M-V functional and the def2-TZVPD basis.

The SMILES is C=C[Si@@](CCCCN)(CCCSC(=S)N(CC)CC)OC[C@H](C)CC(C)C.O=C1OC[C@@H](F)O1.O=C1OC[C@@H](F)O1.O=C1OC[C@@H](F)O1.O=C1OC[C@@H](F)O1.

Positions of all 111 atoms, in Å:
C1 0.33 3.27 4.76
C2 1.29 3.00 3.82
Si1 1.00 1.74 2.44
C3 1.71 2.36 0.81
C4 3.05 3.12 0.93
C5 3.50 3.68 -0.41
C6 3.81 2.59 -1.48
N1 4.55 1.45 -0.92
C7 1.82 0.12 2.98
C8 1.15 -1.21 2.60
C9 0.81 -1.33 1.11
S1 1.10 -3.01 0.47
C10 -0.46 -3.53 -0.28
S2 -0.67 -3.23 -1.88
N2 -1.44 -4.23 0.43
C11 -2.79 -3.61 0.44
C12 -2.84 -2.09 0.55
C13 -1.06 -4.75 1.75
C14 -1.37 -3.87 2.97
O1 -0.64 1.49 2.18
C15 -1.37 2.72 2.01
C16 -2.03 2.87 0.62
C17 -2.34 4.38 0.48
C18 -3.31 2.01 0.54
C19 -4.17 2.23 -0.73
C20 -3.33 2.59 -1.97
C21 -4.88 0.89 -1.06
H1 0.15 4.29 5.09
H2 -0.25 2.45 5.19
H3 2.26 3.51 3.84
H4 0.97 3.08 0.42
H5 1.75 1.54 0.09
H6 2.90 3.94 1.64
H7 3.82 2.43 1.31
H8 4.39 4.31 -0.29
H9 2.72 4.31 -0.85
H10 4.40 3.07 -2.25
H11 2.84 2.27 -1.89
H12 3.91 0.85 -0.42
H13 4.94 0.91 -1.69
H14 2.87 0.12 2.68
H15 1.80 0.18 4.08
H16 1.87 -2.01 2.83
H17 0.29 -1.39 3.25
H18 -0.17 -0.94 0.86
H19 1.54 -0.71 0.57
H20 -3.27 -3.88 -0.51
H21 -3.41 -4.05 1.21
H22 -3.87 -1.82 0.81
H23 -2.64 -1.60 -0.41
H24 -2.19 -1.67 1.32
H25 -0.01 -5.05 1.77
H26 -1.63 -5.68 1.89
H27 -1.06 -2.84 2.84
H28 -0.88 -4.30 3.85
H29 -2.45 -3.92 3.18
H30 -0.71 3.59 2.14
H31 -2.17 2.72 2.75
H32 -1.29 2.57 -0.12
H33 -3.28 4.57 -0.06
H34 -2.38 4.88 1.45
H35 -1.55 4.86 -0.11
H36 -3.01 0.96 0.54
H37 -3.89 2.17 1.46
H38 -4.97 2.95 -0.53
H39 -3.95 2.40 -2.85
H40 -3.05 3.64 -2.00
H41 -2.42 1.98 -2.01
H42 -5.36 0.46 -0.18
H43 -5.62 1.05 -1.84
H44 -4.14 0.17 -1.43
O2 4.07 -1.70 1.53
C22 5.11 -1.46 1.03
O3 6.31 -1.59 1.64
C23 7.33 -1.34 0.67
C24 6.59 -0.50 -0.34
F1 7.04 -0.71 -1.61
O4 5.27 -1.00 -0.24
H45 7.67 -2.28 0.24
H46 8.18 -0.82 1.12
H47 6.59 0.57 -0.14
O5 9.71 -2.90 -6.25
C25 9.15 -3.36 -5.32
O6 8.58 -4.59 -5.27
C26 8.13 -4.82 -3.94
C27 7.97 -3.42 -3.41
F2 8.25 -3.35 -2.08
O7 8.97 -2.71 -4.12
H48 8.89 -5.37 -3.39
H49 7.20 -5.39 -3.94
H50 7.00 -2.96 -3.60
O8 -6.49 6.65 -2.23
C28 -5.65 6.43 -3.03
O9 -5.66 6.85 -4.32
C29 -4.41 6.50 -4.91
C30 -3.95 5.36 -4.04
F3 -2.60 5.32 -3.91
O10 -4.52 5.69 -2.79
H51 -3.72 7.35 -4.85
H52 -4.54 6.22 -5.96
H53 -4.32 4.38 -4.35
O11 -6.94 -3.39 0.37
C31 -6.84 -4.39 0.98
O12 -5.68 -4.90 1.45
C32 -5.98 -6.05 2.25
C33 -7.33 -6.45 1.71
F4 -8.12 -7.00 2.67
O13 -7.88 -5.21 1.30
H54 -6.04 -5.75 3.30
H55 -5.22 -6.81 2.13
H56 -7.30 -7.13 0.85

---

| no. | electronic energy (a.u.) |
| --- | --- |
| 1 | -2502.70565 |
| 2 | -10820.22868 |
| 3 | -3864.00174 |